(1)
ORCA calculation (the ωB97M-V functional and the def2-TZVPD basis) on C13H34N2NaO9S as an isolated structure in a non-equilibrium geometry.

Summary:
Net charge: -1
Strongest force on any atom: 2.21 eV Å⁻¹
HOMO energy: -3.374 eV
Kohn-Sham gap: 5.050 eV

```
60
Properties=species:S:1:pos:R:3:forces:R:3
Na -11.169072 11.174383 19.337786 -0.7204 0.2824 0.2155
S -13.689277 12.099984 21.032320 -0.5959 0.3638 2.0965
O -14.126389 11.291303 19.864411 -0.4801 -0.9368 -1.2792
O -12.305724 12.536109 20.778154 1.7503 0.4045 -0.9976
O -14.572517 13.260648 21.206830 0.0625 -0.1667 -0.1627
O -13.665865 11.224436 22.221146 -0.2924 -0.1662 -0.0778
C -13.324220 12.662720 16.765922 0.2415 0.3648 1.0420
O -13.143628 11.547973 17.596683 0.4577 -0.4077 -0.8027
H -12.995966 13.568179 17.301432 0.0200 0.0836 -0.2069
H -12.691237 12.537668 15.885879 -0.1925 0.0301 -0.2072
H -14.366200 12.859752 16.491882 -0.0274 -0.3079 -0.2001
H -13.683696 11.571986 18.455347 -0.0493 0.1134 0.4581
C -8.849234 13.175399 21.133012 0.3005 -0.1458 0.1945
O -9.619041 13.691004 22.168707 -0.4488 -0.1803 -0.1258
C -8.949259 13.909565 23.374908 -0.4515 0.1943 -0.2472
C -9.957786 14.417901 24.390019 0.3985 -0.6384 0.2523
N -10.615158 15.614732 23.910145 0.0682 0.2169 0.5797
C -11.621374 16.095387 24.835189 -0.3524 0.8694 0.0873
C -12.098709 17.487557 24.453315 -0.2681 -0.0726 -0.0010
O -11.047853 18.433918 24.542079 0.1446 -0.2284 0.1543
C -11.464931 19.737440 24.239889 0.3195 0.0495 0.0832
H -9.472985 12.959885 20.266511 -0.1695 0.5370 0.0844
H -8.380055 12.205973 21.372572 0.1201 0.0710 0.3590
H -8.058651 13.899457 20.896474 0.1513 -0.1386 -0.3941
H -8.187685 14.703639 23.272051 0.2510 -0.2449 -0.1751
H -8.493103 12.970495 23.713688 0.2084 0.1170 0.1877
H -9.384645 14.554930 25.327904 -0.0749 0.2838 0.0432
H -10.671962 13.629728 24.638322 -0.2751 0.1351 -0.4065
H -9.915032 16.352669 23.865089 -0.0381 -0.0747 -0.2364
H -11.263434 16.153746 25.875956 0.0663 -0.1390 0.0679
H -12.534535 15.497519 24.828900 0.2301 -0.4360 -0.1332
H -12.900901 17.799340 25.136353 -0.0390 -0.1089 0.0245
H -12.520293 17.464754 23.440844 0.1263 0.0328 -0.0599
H -11.810878 19.800604 23.203987 -0.0440 0.1478 -0.0252
H -10.596360 20.376956 24.397668 -0.0058 0.0662 -0.2297
H -12.248194 20.107258 24.913414 -0.1595 -0.2190 -0.0162
C -9.791913 13.279089 16.647026 -1.1785 0.3982 0.1216
O -9.362835 12.450757 17.699412 0.5861 0.0348 0.0912
C -8.162083 11.775720 17.365610 -0.4992 -0.5763 0.2040
C -7.832217 10.783143 18.475481 -0.1567 0.5505 0.1418
N -8.980548 9.922602 18.783946 0.7732 0.4690 -0.1222
C -8.646168 9.024529 19.872792 -0.8726 -0.7233 0.1536
C -9.848059 8.137544 20.256390 1.4910 0.1502 1.6184
O -10.963827 8.942804 20.507820 -0.1053 -0.1882 -1.3414
C -12.180523 8.212760 20.568451 -0.9127 0.6765 0.6210
H -10.627004 13.873344 17.020793 0.0015 -0.1378 0.1402
H -10.203882 12.671512 15.836796 0.2878 0.0246 -0.2456
H -9.064663 14.011404 16.286159 0.4423 -0.3414 0.0210
H -7.361916 12.509608 17.244552 0.1892 -0.1130 -0.1448
H -8.325737 11.220067 16.432370 0.1649 0.1320 -0.1924
H -7.558771 11.376355 19.352355 -0.2587 -0.1704 0.2028
H -6.938927 10.186571 18.248881 0.0614 0.0970 -0.3377
H -9.178939 9.383026 17.944726 -0.1550 -0.0736 0.1054
H -8.385580 9.581681 20.774899 -0.0735 0.3842 -0.2143
H -7.777814 8.379299 19.665236 -0.0530 -0.0382 -0.1119
H -9.515875 7.723906 21.229223 -0.1932 -0.2938 -0.1241
H -9.967373 7.247294 19.629989 -0.5415 0.4135 -0.5537
H -12.137663 7.556772 21.445142 -0.1732 -0.2631 -0.2878
H -12.474623 7.709787 19.639802 0.6648 -0.3038 0.0021
H -12.989436 8.937882 20.717817 0.2785 0.1407 0.3071
```
Forces are in eV/Å.

Here are the natural (NBO) charges for atoms 1 to 8, given in e:
1 Na 0.9052
2 S 2.5976
3 O -1.1254
4 O -1.1685
5 O -1.0705
6 O -1.0970
7 C -0.2343
8 O -0.8232



(2)
ORCA calculation (the ωB97M-V functional and the def2-TZVPD basis) on C34H48InN3O3P as an isolated structure in a non-equilibrium geometry.

Summary:
Net charge: -1
Strongest force on any atom: 6.42 eV Å⁻¹
HOMO energy (alpha / beta): -2.821 / -2.822 eV
Kohn-Sham gap (alpha / beta): 5.015 / 5.016 eV

```
90
Properties=species:S:1:pos:R:3:forces:R:3
In -1.061269 -0.771228 -0.367688 1.2962 0.3305 -1.6210
N 0.763091 -3.236988 2.747420 1.2394 1.5677 1.2024
N -1.098010 -3.228427 -2.942332 1.7143 -1.0614 6.0973
C 1.213256 2.103224 -0.358875 1.0577 -1.7991 0.5077
C 2.160280 1.090975 -0.050151 -1.2234 0.9944 -0.0264
C 2.054463 0.808958 1.344989 0.8685 -0.6793 0.6448
C 2.692722 -0.289174 2.059333 0.5985 2.7676 -1.2609
H 3.518383 -0.753679 1.516251 -0.1469 -0.0970 0.2373
H 1.828799 -1.224844 2.136899 -1.6237 -0.5836 -0.7071
H 2.928727 -0.056651 3.102019 -0.3825 -0.5817 -0.0108
C 0.997298 1.606187 1.882076 -0.0726 1.0668 -1.3641
C 0.436037 1.498936 3.245230 -0.1671 0.1648 0.4472
H 0.224399 2.502597 3.644029 -0.0178 -0.2065 0.1292
H 1.144527 0.999415 3.919143 -0.2486 0.1013 -0.0106
H -0.511824 0.932397 3.257210 0.2523 0.0847 0.0556
C 0.508865 2.431860 0.839418 0.6223 -1.6535 1.3255
C -0.605829 3.386217 0.982028 -0.3929 0.4204 0.1034
H -1.581068 2.875740 1.008504 0.0220 0.1725 -0.0009
H -0.616579 4.099112 0.152547 -0.1367 0.0194 0.1122
H -0.506125 3.951420 1.918227 -0.1436 0.0081 -0.1292
C 3.044345 0.407185 -1.024343 0.2127 0.0660 -0.3189
H 3.656143 1.150229 -1.558061 0.0451 -0.2828 -0.0469
H 2.476719 -0.157296 -1.786856 0.1444 0.0973 0.2025
H 3.714333 -0.289821 -0.509172 -0.0167 0.0639 -0.2413
C 0.967799 2.641676 -1.714729 0.0804 0.2459 -0.5000
H 0.154257 3.374088 -1.695274 0.1030 -0.0615 -0.1929
H 0.692635 1.844086 -2.423695 0.0438 0.2535 0.0730
H 1.869051 3.135685 -2.111540 -0.2145 -0.0226 -0.0605
C -0.127448 -3.592014 3.631801 0.8472 -1.3048 0.9967
H 0.184597 -3.294915 4.640218 -0.4817 -1.0743 0.2334
C -1.218069 -4.282319 3.234271 -2.1981 -0.1466 0.8210
H -1.838485 -4.639005 4.025742 -0.7486 -0.3886 0.1978
C -1.545415 -4.431411 1.862426 0.3652 0.0379 0.9665
H -2.337120 -5.128030 1.601596 0.2250 0.0387 -0.3171
C -0.849310 -3.657065 0.982645 0.7562 0.5339 -0.9641
H -0.909685 -3.856547 -0.151581 0.0479 0.9578 1.7674
C 0.185772 -2.775474 1.663987 0.2954 -1.0682 -2.3814
C 0.719952 -1.499589 1.383286 -1.3281 -1.2515 0.5800
H 0.941769 -1.442070 0.370849 2.1106 0.9102 -1.8571
C -1.156209 -1.939169 -2.906468 -4.1082 2.2749 -1.2230
C 0.251719 -3.345559 -3.227341 -0.1520 -0.9275 -5.0522
H 1.035554 -3.993039 -2.929008 -0.2011 -1.6487 0.1688
C 0.415927 -2.484004 -4.281615 3.4491 -0.0935 -1.4534
H 1.018927 -2.682901 -5.226810 -0.7305 0.5538 1.9360
N -0.457535 -1.435378 -4.063748 -0.1352 -0.5958 0.7171
C -0.560306 -0.155812 -4.624964 0.2473 -0.4655 1.6540
C 0.594958 0.370207 -5.237895 -1.3773 1.1037 -0.4345
C 0.437308 1.617591 -5.851053 -0.3915 -0.1446 0.4510
H 1.235185 2.020980 -6.473937 -0.0201 0.0651 0.2837
C -0.745060 2.346757 -5.682231 0.1936 0.4198 -0.9739
C -0.932544 3.647288 -6.434074 -0.2730 0.2305 -0.1986
H -1.504684 4.374169 -5.811971 0.4652 -0.3636 -0.4896
H -1.529393 3.453636 -7.360284 0.4586 0.2909 0.5689
H 0.043809 4.084806 -6.724843 -0.5959 -0.1250 0.1433
C -1.812742 1.850245 -4.952219 -0.0438 -0.1089 0.1227
H -2.746549 2.436582 -4.898053 0.5500 -0.2638 0.1743
C -1.741531 0.599443 -4.348490 1.1458 0.0410 -0.9353
C -2.866754 0.092645 -3.521521 -0.9075 -0.4452 -0.2450
H -2.705153 -0.973119 -3.252848 -0.3442 0.8054 -0.1957
H -3.804504 0.225156 -4.063285 -0.2111 0.1406 -0.1116
H -2.981717 0.632981 -2.580003 0.2140 0.0648 0.1140
C 1.908694 -0.312727 -5.197404 0.7052 -0.2491 -0.4888
H 1.885995 -1.266109 -5.717487 0.1779 0.1607 0.2249
H 2.270157 -0.459545 -4.173687 -0.2112 -0.1904 -0.1682
H 2.666756 0.248656 -5.723809 0.1619 0.6378 -0.1074
C -6.505660 1.875706 1.122941 -0.2063 -0.0449 -0.0118
C -5.013955 1.795537 1.316397 0.4946 -0.4702 0.0043
O -4.461854 0.647089 0.577800 -0.2528 0.4653 0.5847
P -3.247795 -0.325779 1.057384 -1.8028 0.1907 1.5033
O -3.912954 -1.795011 1.209334 -0.4419 0.2108 -0.2984
C -5.132820 -2.337090 0.626196 0.5341 0.3104 0.0390
C -5.840435 -3.112422 1.707050 -0.1956 -0.1383 0.1616
O -3.070016 0.112201 2.622732 -0.2189 -0.6298 -0.2863
C -2.930451 -0.835984 3.731451 0.1038 0.1075 -0.3255
C -3.290639 -0.099238 4.997320 0.0193 0.1390 0.1825
H -6.789142 1.860806 0.067875 0.0724 -0.0378 0.0930
H -6.864158 2.812885 1.558099 0.0261 -0.0166 -0.0439
H -7.014728 1.063413 1.650886 0.0668 0.0021 -0.1767
H -4.506766 2.692657 0.944266 -0.0770 -0.1978 -0.0087
H -4.787397 1.685210 2.383787 0.1012 -0.0091 -0.3124
H -5.757092 -1.519379 0.241156 0.2139 -0.1543 0.0924
H -4.831929 -2.985103 -0.206320 -0.0570 0.1652 0.1560
H -6.130624 -2.453419 2.532535 0.0892 -0.0781 -0.0963
H -6.750969 -3.562749 1.304880 0.0163 -0.0176 -0.0116
H -5.206515 -3.914299 2.100417 -0.0517 0.1816 -0.0745
H -3.595504 -1.698858 3.591613 0.2225 0.2743 -0.1806
H -1.891751 -1.190590 3.736090 -0.2173 0.0462 0.0187
H -4.331883 0.243485 4.969957 0.1748 -0.0144 -0.0468
H -3.186480 -0.771005 5.854458 0.0327 0.0279 -0.0721
H -2.634173 0.762816 5.156497 -0.1171 -0.1203 -0.0612
```
Forces are in eV/Å.

Here are the Mulliken charges for atoms 1 to 8, given in e:
1 In 0.6151
2 N -0.5510
3 N -0.6051
4 C 1.1454
5 C 0.5437
6 C -0.2416
7 C -1.6566
8 H 0.2929